(1)
C4H6N2O in the gas phase at a distorted geometry, computed with ωB97M-V with the def2-TZVPD basis set.

```
! wB97M-V def2-TZVPD RIJCOSX def2/J DEFGRID3
* xyz 0 1
C -0.8707 -1.8759 -0.3638
C -0.1510 -0.5828 -0.2599
N -0.0678 0.2900 -1.2746
C 0.6856 1.2713 -0.7816
C 1.0197 1.1219 0.5702
O 0.1082 2.1395 1.1152
N 0.4887 -0.1636 0.8388
H -1.4520 -1.8689 -1.2876
H -1.5457 -2.0198 0.4866
H -0.1615 -2.7063 -0.3929
H 0.8750 2.1969 -1.3141
H 0.5314 2.9909 0.9942
H 0.6828 -0.7553 1.6381
*
```

## Properties
ΔE to the lowest compared entry with this formula, charge and spin ... 298.44 kJ/mol
F_max ... 1.99 eV/Å
Frontier orbital gap (spin up / spin down) ... 8.03 / 8.03 eV
Highest occupied orbital energy (spin up / spin down) ... -7.770 / -7.771 eV

(2)
2 unconnected molecules or ions with the total composition C4H6N2O at a distorted geometry, computed with ωB97M-V with the def2-TZVPD basis set.

```
! wB97M-V def2-TZVPD RIJCOSX def2/J DEFGRID3
* xyz 2 1
C -0.4600 -1.2467 1.3295
C -1.0397 0.8990 0.2748
C 1.6598 -2.1908 0.6362
C -1.7268 1.9455 -0.3578
N -0.6979 -0.1063 0.8015
N -0.6090 -2.0733 2.1790
O -0.4215 -2.9183 2.9160
H 1.3318 -3.1158 0.0330
H 2.2048 -2.3131 1.5071
H 2.0766 -1.3204 -0.0585
H -1.9590 1.7557 -1.4897
H -1.3577 2.9251 -0.2433
H -2.6527 2.1191 0.1610
*
```

## Properties
ΔE to the lowest compared entry with this formula, charge and spin ... 574.75 kJ/mol
F_max ... 5.99 eV/Å
Frontier orbital gap ... 8.11 eV
Highest occupied orbital energy ... -20.184 eV

(3)
C4H6N2O2 in the gas phase at a distorted geometry, computed with ωB97M-V with the def2-TZVPD basis set.

```
! wB97M-V def2-TZVPD RIJCOSX def2/J DEFGRID3
* xyz 0 1
H -1.3900 -1.1408 1.4079
N -1.8831 -0.3756 0.9021
C -0.9568 0.1633 0.2376
N -1.0676 1.1064 -0.8485
O -0.1744 0.4702 -1.8413
C 1.0782 0.2556 -1.0731
C 0.5003 -0.0816 0.3034
C 1.3151 -0.2085 1.5463
O 0.9027 -1.3078 0.8218
H -1.9029 0.9662 -1.3489
H 1.7450 -0.4220 -1.5768
H 1.5178 1.2223 -0.9063
H 2.4015 0.1769 1.6391
H 0.8358 0.0095 2.4798
*
```

## Properties
ΔE to the lowest compared entry with this formula, charge and spin ... 448.31 kJ/mol
F_max ... 3.11 eV/Å
Frontier orbital gap ... 10.38 eV
Highest occupied orbital energy ... -9.522 eV

(4)
A molecular structure, C4H6N2O2 at a distorted geometry, computed with ωB97M-V with the def2-TZVPD basis set.

```
! wB97M-V def2-TZVPD RIJCOSX def2/J DEFGRID3
* xyz 0 1
C -0.0313 -0.7573 -0.5869
C 1.4099 0.6578 0.4402
C 0.0154 1.1116 0.5844
C -0.9019 0.0157 0.1023
H -0.7840 -1.7080 -2.0755
H -0.1922 -2.9027 -0.8804
H 1.8797 -0.9666 -1.0107
H 2.4484 0.8616 1.2741
H 0.2696 2.8434 1.3233
H -2.5072 1.1811 0.4681
N -0.0907 -1.9194 -1.2724
N 1.2702 -0.4782 -0.4178
O -0.5155 2.0486 1.4794
O -2.2706 0.0124 0.5721
*
```

## Properties
ΔE to the lowest compared entry with this formula, charge and spin ... 541.90 kJ/mol
F_max ... 6.38 eV/Å
Frontier orbital gap ... 8.31 eV
Highest occupied orbital energy ... -7.766 eV

(5)
A molecular structure, C4H6N2O2 at a distorted geometry, computed with ωB97M-V with the def2-TZVPD basis set.

```
! wB97M-V def2-TZVPD RIJCOSX def2/J DEFGRID3
* xyz 0 1
C 0.9861 -0.5278 -0.9231
C -0.2868 -0.0528 -0.1097
C -1.3254 -0.6129 0.9423
C -0.5098 1.4117 1.7742
H 2.2243 -0.9601 -3.6897
H 2.1526 -0.8222 -0.3435
H -0.8420 0.7594 -0.7443
H -2.2716 0.1176 0.8755
H -1.8589 -1.6807 1.4987
H 0.5921 2.0957 2.2065
N 0.8398 -0.6521 -2.2672
N -0.1556 0.0802 1.3214
O 2.2598 -0.9496 -2.5810
O -1.8047 1.7936 2.0397
*
```

## Properties
ΔE to the lowest compared entry with this formula, charge and spin ... 886.60 kJ/mol
F_max ... 9.21 eV/Å
Frontier orbital gap ... 9.71 eV
Highest occupied orbital energy ... -9.782 eV

(6)
C4H6N2O2 in the gas phase at a distorted geometry, computed with ωB97M-V with the def2-TZVPD basis set.

```
! wB97M-V def2-TZVPD RIJCOSX def2/J DEFGRID3
* xyz 0 1
C -1.5240 2.2329 -0.6802
C -0.5589 1.7006 0.1721
C 0.1334 0.4060 0.1265
N 1.1107 0.3958 0.8735
N 1.8443 -0.5697 1.1920
C -0.3529 -0.8983 -0.4222
O -1.3549 -0.8363 -1.1047
O 0.4544 -1.9241 -0.2410
H -1.8015 1.6797 -1.8651
H -1.8586 3.3099 -0.5935
H -0.3564 2.2739 1.3110
H 2.4427 -0.3960 2.0143
H 1.7463 -1.5682 0.9085
H 0.1607 -2.6455 -0.6449
*
```

## Properties
ΔE to the lowest compared entry with this formula, charge and spin ... 445.40 kJ/mol
F_max ... 6.28 eV/Å
Frontier orbital gap ... 8.85 eV
Highest occupied orbital energy ... -8.348 eV

(7)
C4H6N2O2 in the gas phase at a distorted geometry, computed with ωB97M-V with the def2-TZVPD basis set.

```
! wB97M-V def2-TZVPD RIJCOSX def2/J DEFGRID3
* xyz 0 1
N 2.5282 0.1114 -0.3625
C 1.4838 -0.6942 0.3230
C 0.0836 -0.1348 0.1266
N -0.1647 1.1152 0.0870
C -1.5255 1.2098 -0.0166
C -1.9932 -0.0645 -0.1571
O -3.1813 -0.6443 -0.0940
O -0.9487 -0.9191 -0.0694
H 3.2463 0.8618 -0.1783
H 3.0698 -0.5923 -0.9327
H 1.7156 -1.6455 -0.1273
H 1.5464 -0.6502 1.4514
H -1.9664 2.1400 0.2211
H -3.8938 -0.0933 -0.2711
*
```

## Properties
ΔE to the lowest compared entry with this formula, charge and spin ... 252.75 kJ/mol
F_max ... 3.38 eV/Å
Frontier orbital gap ... 8.97 eV
Highest occupied orbital energy ... -8.298 eV

(8)
A molecular structure, C4H6N2O2 at a distorted geometry, computed with ωB97M-V with the def2-TZVPD basis set.

```
! wB97M-V def2-TZVPD RIJCOSX def2/J DEFGRID3
* xyz 0 1
C 0.9398 0.1394 -0.5720
C 1.0155 -0.8340 0.4017
C -1.0162 0.2084 -0.1673
N 1.4399 1.4305 -0.3858
O -1.4672 -0.5912 -1.1563
C -1.2143 -0.9292 1.3571
O -1.3460 1.3281 0.0959
N -1.5425 -1.5474 2.2799
H -2.4090 -0.3935 -1.2875
H 0.9152 -0.1861 -1.6076
H 1.4025 1.7515 0.5733
H 1.1474 2.0882 -1.0960
H 1.2898 -0.5982 1.4197
H 0.8451 -1.8667 0.1448
*
```

## Properties
ΔE to the lowest compared entry with this formula, charge and spin ... 452.42 kJ/mol
F_max ... 4.24 eV/Å
Frontier orbital gap (spin up / spin down) ... 8.21 / 8.21 eV
Highest occupied orbital energy (spin up / spin down) ... -9.174 / -9.173 eV